A molecular structure, C44H33IrN3O2PS2 in a non-equilibrium geometry, computed with ωB97M-V/def2-TZVPD.

HOMO (alpha / beta) = -14.517 / -14.519 eV
multiplicity = 2
relative energy (zero: lowest compared OMol25 entry of this formula, charge and spin) = 389.7 kJ/mol
strongest force on any atom = 3.07 eV/Å
LUMO level (alpha / beta) = -8.79 / -11.22 eV
HOMO-LUMO gap (alpha / beta) = 0.2105 / 0.1213 Ha
net charge = +3

Last column: Löwdin charge in e.
Geometry (Å):
Ir  -0.44  -0.67  -0.40  1.22
C  6.03  0.49  -0.87  -0.07
C  5.71  1.00  0.38  -0.05
C  4.47  0.76  0.95  -0.05
C  3.53  0.00  0.25  -0.33
C  3.84  -0.50  -1.02  -0.11
C  5.09  -0.26  -1.58  -0.07
P  1.86  -0.43  0.82  1.09
C  1.38  0.29  2.41  -0.36
C  0.36  -0.41  3.06  -0.11
C  -0.10  0.01  4.29  -0.05
C  0.45  1.14  4.88  -0.05
C  1.40  1.89  4.21  -0.06
C  1.86  1.48  2.96  -0.09
C  2.08  -2.19  1.16  -0.33
C  2.88  -2.70  2.16  -0.04
C  3.10  -4.08  2.25  -0.03
C  2.54  -4.92  1.31  0.01
C  1.73  -4.42  0.27  -0.15
C  1.20  -5.25  -0.74  0.01
C  0.48  -4.70  -1.78  -0.05
C  0.20  -3.33  -1.80  -0.11
C  0.61  -2.50  -0.78  -0.23
C  1.47  -3.03  0.22  -0.22
H  7.00  0.67  -1.30  0.12
H  6.44  1.58  0.93  0.12
H  4.26  1.13  1.94  0.10
H  3.10  -1.06  -1.57  0.12
H  5.33  -0.65  -2.56  0.13
H  -0.06  -1.30  2.59  0.10
H  -0.87  -0.56  4.80  0.12
H  0.12  1.44  5.87  0.12
H  1.79  2.79  4.66  0.12
H  2.57  2.09  2.42  0.09
H  3.35  -2.03  2.88  0.12
H  3.71  -4.48  3.04  0.12
H  2.72  -5.99  1.36  0.13
H  1.40  -6.32  -0.71  0.13
H  0.13  -5.33  -2.58  0.11
H  -0.33  -2.92  -2.65  0.10
S  3.54  5.29  -1.23  1.18
C  5.12  4.95  -1.70  -0.27
C  5.31  3.62  -2.09  -0.08
C  4.15  2.87  -1.98  -0.05
C  3.06  3.62  -1.52  -0.36
C  1.71  3.22  -1.30  -0.15
C  1.36  1.84  -1.24  -0.04
N  0.16  1.43  -0.92  0.02
C  -0.84  2.34  -0.74  -0.10
C  -0.62  3.73  -0.92  -0.10
C  -1.72  4.64  -0.88  0.02
C  -2.98  4.18  -0.72  0.03
C  -3.22  2.79  -0.47  -0.09
C  -4.50  2.28  -0.30  0.09
C  -4.68  0.94  0.05  -0.15
C  -3.50  0.17  0.24  -0.06
N  -2.29  0.60  -0.02  0.03
C  -2.13  1.89  -0.40  -0.14
C  -6.00  0.37  0.22  -0.46
C  -7.21  1.02  0.24  -0.08
C  -8.31  0.15  0.39  -0.13
C  -7.94  -1.16  0.48  -0.36
S  -6.24  -1.34  0.40  1.05
C  0.68  4.15  -1.14  0.08
H  5.87  5.73  -1.68  0.11
H  6.26  3.24  -2.44  0.14
H  4.10  1.82  -2.24  0.11
H  2.10  1.08  -1.45  0.09
H  -1.53  5.69  -1.04  0.14
H  -3.83  4.85  -0.74  0.14
H  -5.35  2.93  -0.44  0.14
H  -3.58  -0.83  0.65  0.10
H  -7.32  2.09  0.17  0.12
H  -9.34  0.48  0.43  0.13
H  -8.57  -2.02  0.59  0.09
H  0.89  5.21  -1.22  0.12
N  -4.20  -3.90  -1.33  0.19
C  -3.63  -2.92  -2.31  -0.02
C  -2.52  -2.14  -1.56  -0.69
O  -1.90  -1.25  -2.16  -0.04
O  -2.31  -2.50  -0.37  -0.07
H  -5.14  -3.65  -1.04  0.13
H  -3.54  -3.74  -0.51  0.15
H  -4.18  -4.86  -1.66  0.18
H  -4.39  -2.24  -2.68  0.14
H  -3.19  -3.43  -3.16  0.15